(i)
C3H2O2S | the ωB97M-V functional and the def2-TZVPD basis

Cartesian coordinates (Å):
C1 0.91 -1.12 0.29
C2 -0.76 -0.75 0.14
C3 2.17 -0.87 -0.03
O1 -1.19 0.21 -0.40
O2 4.01 0.72 0.59
S1 3.60 -0.17 -0.50
H1 0.89 -2.00 0.95
H2 -1.11 -1.62 0.82

HOMO-LUMO gap ... 8.246 eV
2S+1 ... 1

(ii)
C3H2O2S | the ωB97M-V functional and the def2-TZVPD basis

Cartesian coordinates (Å):
C1 -1.07 -0.75 0.01
C2 -0.05 0.40 0.11
C3 1.43 0.27 0.03
H1 -0.94 -1.74 0.39
H2 1.89 1.21 0.35
O1 -0.44 1.61 -0.28
O2 1.79 -0.86 -0.41
S1 -2.60 -0.13 -0.20

HOMO-LUMO gap ... 7.136 eV
2S+1 ... 1
SMILES string ... O=CC(=O)C=S

Which of them is most stable, and which least? Most stable: (ii); least stable: (i).

(i)
C19H28F9N2O4P3Ti | the ωB97M-V functional and the def2-TZVPD basis

Cartesian coordinates (Å):
Ti1 -0.23 0.71 -1.66
C1 -3.11 3.04 -3.35
C2 -2.08 2.87 -2.28
O1 -1.77 1.64 -1.94
C3 -1.32 3.94 -1.77
C4 -0.20 3.77 -1.01
C5 0.62 4.92 -0.49
N1 0.16 2.45 -0.60
N2 0.53 2.43 0.66
C6 0.10 1.33 1.32
O2 -0.61 0.44 0.83
C7 0.41 1.38 2.79
C8 1.64 1.85 3.25
C9 1.88 1.95 4.61
C10 0.90 1.59 5.52
C11 -0.33 1.13 5.07
C12 -0.57 1.02 3.70
H1 -2.64 2.86 -4.33
H2 -3.53 4.04 -3.34
H3 -3.90 2.30 -3.23
H4 -1.60 4.95 -2.05
H5 0.27 5.85 -0.94
H6 1.67 4.78 -0.74
H7 0.55 4.99 0.60
H8 2.39 2.14 2.53
H9 2.84 2.31 4.96
H10 1.08 1.68 6.59
H11 -1.10 0.85 5.77
H12 -1.53 0.67 3.33
C13 -2.24 -3.01 1.57
P1 -0.50 -2.61 1.12
C14 0.19 -2.10 2.75
C15 0.32 -4.26 1.00
C16 1.79 -3.89 0.78
P2 1.72 -2.30 -0.25
C17 1.29 -3.06 -1.84
C18 3.49 -1.90 -0.48
H13 -2.69 -3.61 0.78
H14 -2.80 -2.08 1.66
H15 -2.28 -3.56 2.52
H16 0.49 -2.99 3.32
H17 -0.55 -1.55 3.32
H18 1.06 -1.45 2.61
H19 -0.07 -4.81 0.13
H20 0.15 -4.87 1.89
H21 2.36 -4.65 0.24
H22 2.30 -3.69 1.72
H23 2.01 -3.86 -2.04
H24 1.32 -2.32 -2.63
H25 0.28 -3.47 -1.81
H26 4.05 -2.81 -0.69
H27 3.90 -1.41 0.41
H28 3.56 -1.21 -1.32
F1 0.95 1.06 -4.38
C19 0.72 1.82 -3.27
F2 1.99 2.14 -2.80
F3 0.27 3.00 -3.81
O3 1.32 -0.27 -0.97
O4 1.04 -0.40 -2.36
F4 -1.48 -0.17 -3.70
P3 -2.31 -1.40 -3.03
F5 -1.43 -1.09 -1.59
F6 -3.44 -0.41 -2.49
F7 -3.14 -1.64 -4.37
F8 -3.02 -2.63 -2.26
F9 -1.15 -2.40 -3.50

HOMO-LUMO gap (alpha / beta) ... 5.298 / 6.812 eV
2S+1 ... 4
Total charge ... -1

(ii)
C19H28F9N2O4P3Ti | the ωB97M-V functional and the def2-TZVPD basis

Cartesian coordinates (Å):
Ti1 -0.66 -0.32 -0.23
C1 -3.99 2.34 0.51
C2 -2.93 1.36 0.93
O1 -1.87 1.35 0.22
C3 -3.14 0.57 2.05
C4 -2.20 -0.30 2.62
C5 -2.43 -0.86 3.98
N1 -1.07 -0.62 1.96
N2 -0.17 -1.23 2.68
C6 0.92 -1.63 1.82
O2 0.89 -1.08 0.61
C7 2.27 -1.54 2.49
C8 3.40 -1.58 1.68
C9 4.66 -1.51 2.26
C10 4.79 -1.39 3.63
C11 3.67 -1.36 4.44
C12 2.40 -1.44 3.87
H1 -4.50 1.94 -0.37
H2 -3.53 3.28 0.23
H3 -4.73 2.51 1.29
H4 -4.07 0.71 2.59
H5 -1.70 -0.46 4.69
H6 -2.29 -1.94 3.97
H7 -3.44 -0.62 4.33
H8 3.27 -1.69 0.61
H9 5.54 -1.56 1.62
H10 5.78 -1.34 4.08
H11 3.77 -1.28 5.51
H12 1.51 -1.42 4.49
C13 -2.83 1.74 -2.83
P1 -1.35 0.68 -2.73
C14 -1.57 -0.40 -4.17
C15 -0.04 1.84 -3.28
C16 0.38 2.74 -2.11
P2 0.95 1.70 -0.71
C17 1.04 2.87 0.69
C18 2.70 1.40 -1.09
H13 -2.76 2.55 -2.10
H14 -3.71 1.15 -2.59
H15 -2.94 2.16 -3.83
H16 -1.74 0.18 -5.08
H17 -2.44 -1.05 -3.99
H18 -0.70 -1.04 -4.29
H19 -0.38 2.42 -4.14
H20 0.80 1.22 -3.60
H21 -0.47 3.32 -1.75
H22 1.16 3.45 -2.41
H23 1.63 3.75 0.44
H24 1.49 2.35 1.53
H25 0.02 3.16 0.97
H26 3.25 2.34 -1.14
H27 2.79 0.85 -2.03
H28 3.11 0.76 -0.30
F1 -2.43 -2.36 -1.78
C19 -2.50 -1.53 -0.69
F2 -3.64 -0.77 -0.96
F3 -2.91 -2.36 0.32
O3 0.64 -3.12 1.55
O4 0.75 -3.85 2.63
F4 0.38 -1.47 -1.93
P3 1.68 -2.18 -2.73
F5 1.79 -0.79 -3.59
F6 2.91 -2.82 -3.55
F7 2.68 -1.55 -1.65
F8 1.50 -3.48 -1.84
F9 0.63 -2.75 -3.81

HOMO-LUMO gap (alpha / beta) ... 6.855 / 7.980 eV
2S+1 ... 4
Total charge ... -1

Which of them is most stable, and which least? Most stable: (ii); least stable: (i).

(i)
C8H15N2O | the ωB97M-V functional and the def2-TZVPD basis

Cartesian coordinates (Å):
C1 -0.61 1.71 -0.87
C2 -0.94 -1.47 -0.73
C3 -1.25 1.36 0.49
C4 -1.38 -1.21 0.69
C5 0.89 1.41 -0.81
C6 0.58 -1.26 -0.90
C7 -0.89 0.12 1.26
C8 0.97 -0.02 -0.20
N1 3.70 -0.83 0.33
N2 0.57 0.06 1.23
O1 4.34 -1.00 -0.61
H1 -1.16 1.19 -1.76
H2 -0.93 2.74 -0.95
H3 -1.13 -2.53 -0.84
H4 -1.53 -0.93 -1.32
H5 -1.17 2.18 1.28
H6 -2.27 1.38 0.34
H7 -2.52 -1.25 0.80
H8 -0.90 -1.99 1.28
H9 1.47 1.45 -1.76
H10 1.34 2.03 -0.09
H11 0.99 -2.13 -0.46
H12 0.94 -1.18 -1.94
H13 -1.25 0.19 2.29
H14 1.15 0.90 1.81
H15 0.98 -0.93 1.42

HOMO-LUMO gap (alpha / beta) ... 9.060 / 8.112 eV
2S+1 ... 1
Total charge ... +1

(ii)
C8H15N2O | the ωB97M-V functional and the def2-TZVPD basis

Cartesian coordinates (Å):
C1 0.91 -1.84 0.47
C2 1.67 1.39 0.70
C3 1.74 1.26 -0.84
C4 0.43 0.71 1.23
C5 2.04 -0.18 -1.23
C6 0.23 -0.57 0.57
C7 -2.48 -1.24 0.97
C8 -2.07 0.38 -0.94
N1 1.04 -0.94 -0.55
N2 -1.65 -0.78 -0.16
O1 1.18 -2.89 0.92
H1 2.46 0.84 1.00
H2 1.75 2.52 0.86
H3 0.84 1.53 -1.29
H4 2.42 1.98 -1.24
H5 0.55 0.60 2.26
H6 -0.32 1.46 1.24
H7 2.14 -0.53 -2.35
H8 3.12 -0.30 -0.99
H9 -3.41 -1.58 0.56
H10 -1.93 -2.05 1.34
H11 -2.81 -0.48 1.59
H12 -1.35 1.20 -0.65
H13 -2.07 0.27 -1.99
H14 -3.00 0.71 -0.55
H15 -1.42 -1.46 -0.94

HOMO-LUMO gap ... 9.683 eV
2S+1 ... 1
Total charge ... +1

Which of them is most stable, and which least? Most stable: (ii); least stable: (i).